Below is a molecular structure, C30H24Br2N7O5STi, with properties calculated with the ωB97M-V functional and the def2-TZVPD basis.

```
! wB97M-V def2-TZVPD RIJCOSX def2/J DEFGRID3
* xyz 0 2
Ti 0.10427 -0.04946 -0.18779
C 1.22383 1.39637 5.12511
C 1.76921 2.05339 4.03050
C 1.83754 1.42037 2.79861
C 1.35502 0.12780 2.67094
C 0.82157 -0.54208 3.76150
C 0.75524 0.09677 4.99119
N 1.39413 -0.52082 1.38824
N 2.30711 -1.44810 1.33209
C 2.33200 -2.02490 0.10135
C 3.23700 -3.05345 -0.19283
C 3.24293 -3.57580 -1.46045
C 2.36022 -3.06182 -2.42128
C 1.48823 -2.06259 -2.06514
N 1.45865 -1.55870 -0.81390
H 1.16485 1.89759 6.08222
H 2.13248 3.06733 4.13341
H 2.23668 1.92244 1.92686
H 0.47632 -1.56250 3.63814
H 0.33993 -0.42188 5.84574
H 3.90065 -3.39471 0.58843
H 3.92792 -4.37253 -1.71943
H 2.34655 -3.44113 -3.43262
H 0.77982 -1.63380 -2.76325
Br -1.29574 -2.97241 1.47000
C -1.98674 -1.29019 1.97075
C -3.04846 -1.22140 2.85544
C -3.48839 0.03358 3.24941
C -2.83992 1.16373 2.78072
C -1.78885 0.98852 1.90716
N -1.38700 -0.21484 1.48587
C -0.94974 2.13086 1.39093
O -1.13568 3.26380 1.74207
O -0.00359 1.71037 0.58206
H -3.50426 -2.12833 3.22357
H -4.32244 0.12000 3.93313
H -3.11430 2.16765 3.06960
N 1.53636 2.46525 -3.04274
C 0.47595 1.98300 -2.37659
O 0.66816 0.85682 -1.75778
C -0.75100 2.64498 -2.38442
C -0.86123 3.87245 -3.08492
N -0.87894 4.84524 -3.70378
C -1.84854 2.12281 -1.66606
N -2.72458 1.70054 -1.04309
H 2.43761 2.05895 -2.83998
H 1.47956 3.36378 -3.49204
C 4.88873 2.29868 -0.00576
S 3.87142 1.09135 -0.87321
C 5.11753 -0.16745 -1.19389
H 5.30799 1.86306 0.90076
H 4.24333 3.13189 0.26852
H 5.68844 2.66885 -0.64569
H 5.94665 0.24582 -1.76703
H 4.64147 -0.95509 -1.77625
H 5.48492 -0.59121 -0.25952
Br -7.91135 -1.75442 -2.41820
C -6.03094 -1.54060 -2.36320
C -5.37975 -1.59853 -1.14203
C -4.00515 -1.43474 -1.10816
C -3.29139 -1.22582 -2.28024
C -3.96303 -1.17245 -3.49577
C -5.33800 -1.32639 -3.54400
C -1.81130 -1.03112 -2.27799
O -1.17333 -0.92417 -3.29933
O -1.25942 -1.00438 -1.06563
H -5.94227 -1.76023 -0.23310
H -3.48296 -1.45839 -0.16392
H -3.39379 -1.00003 -4.39887
H -5.86821 -1.27758 -4.48447
*
```

The calculation puts the LUMO energy (spin up / spin down) at -0.76 / -1.61 eV. For the orbital gap (spin up / spin down), the calculation gives 6.9 / 6.7 eV.

Atom charges from the Löwdin analysis, given in e for atoms 1 to 5: number 1, Ti, carries 1.1202; number 2, C, carries -0.0838; number 3, C, carries -0.0611; number 4, C, carries -0.0241; number 5, C, carries -0.2720